No. 1
121
Properties=species:S:1:pos:R:3:forces:R:3:lowdin_charge:R:1 method="wB97M-V/def2-TZVPD" smiles=CCSC[PH3]B(C)O.CCO.CCO.CCO.CCO.CCO.CCO.CCO.CCO.CCO.CCO.CCO charge=0 gap_ev=7.4748 spin_multiplicity=1 total_energy_ev=-73624.1796 homo_energy_ev=-7.4
C 0.4955 1.2184 4.8619 -0.33 0.03 -0.07 -0.176
C 0.3587 0.0056 3.9363 0.38 0.04 0.37 -0.556
S -0.5005 0.5414 2.4519 -0.23 0.41 -0.10 0.811
C -0.4198 -0.8210 1.2914 -0.31 -0.25 0.09 -0.710
P 0.6994 -0.5053 -0.2623 0.00 -0.33 -0.23 0.758
B 1.8604 -0.2241 -1.8601 -0.23 0.11 0.15 -0.600
C 1.6598 0.9508 -2.8635 -0.94 0.82 0.79 -0.061
O 2.8968 -1.1169 -2.0649 0.30 -0.12 0.33 0.038
H -0.3894 1.3237 5.4904 0.00 -0.01 0.06 0.061
H 0.5722 2.1420 4.2886 0.24 0.03 0.00 0.059
H 1.3639 1.1172 5.5089 0.01 0.03 0.04 0.070
H 1.3503 -0.3761 3.6969 -0.03 -0.09 -0.16 0.057
H -0.1991 -0.7685 4.4620 0.02 -0.19 -0.19 0.072
H -1.4329 -0.9638 0.9059 -0.02 -0.08 -0.06 -0.007
H -0.1370 -1.7488 1.7935 0.16 0.04 0.09 0.028
H 0.9948 -1.9273 -0.2658 -0.02 -0.07 0.01 -0.005
H -0.4779 -0.0588 -0.9628 0.02 0.18 0.08 0.005
H 1.5125 0.3932 0.5383 -0.04 0.08 -0.05 0.001
H 1.4984 0.5096 -3.8511 -0.56 0.58 1.04 0.035
H 2.5402 1.5952 -2.9187 -0.34 0.20 0.14 0.056
H 0.7835 1.5548 -2.6269 0.06 0.25 0.26 0.066
H 2.5875 -2.0218 -2.1591 0.04 -0.24 0.88 0.095
C 4.5258 4.3430 -3.5589 -0.05 -0.06 0.02 -0.093
C 3.7765 5.2289 -2.5813 0.04 -0.02 0.05 -0.325
O 3.1119 4.4821 -1.5698 0.02 -0.03 -0.07 -0.081
H 3.8424 3.6338 -4.0274 -0.02 0.00 -0.03 0.063
H 5.0014 4.9375 -4.3402 0.01 0.01 0.00 0.073
H 5.3044 3.7723 -3.0467 0.03 0.02 0.00 0.073
H 2.9932 5.7863 -3.0937 0.00 0.01 0.00 0.112
H 4.4600 5.9545 -2.1268 -0.01 0.03 -0.03 0.108
H 3.7752 3.9872 -1.0792 -0.02 -0.01 0.04 0.078
C -5.8512 -1.7681 0.6149 0.03 -0.01 -0.24 -0.078
C -4.4012 -1.3330 0.6600 0.20 0.24 0.12 -0.324
O -3.8420 -1.0457 -0.6223 -0.19 -0.27 -0.21 -0.099
H -5.9664 -2.6608 -0.0019 0.00 -0.02 0.02 0.072
H -6.2196 -1.9907 1.6170 0.02 0.02 0.02 0.076
H -6.4788 -0.9818 0.1889 -0.02 0.01 0.04 0.077
H -3.7734 -2.1239 1.0711 -0.02 0.00 0.05 0.108
H -4.2795 -0.4418 1.2853 -0.04 -0.11 0.15 0.100
H -4.3469 -0.3245 -1.0117 0.04 0.04 -0.02 0.088
C -2.6209 -4.5883 -1.3859 -0.04 -0.02 0.18 -0.086
C -3.2848 -4.3803 -2.7315 0.09 0.23 0.12 -0.312
O -4.6164 -3.8897 -2.5896 0.05 0.00 0.07 -0.084
H -3.1744 -5.2878 -0.7570 -0.02 -0.03 -0.05 0.075
H -1.5984 -4.9561 -1.5016 0.01 0.01 -0.01 0.064
H -2.5800 -3.6267 -0.8668 0.09 -0.03 0.06 0.057
H -3.3590 -5.3131 -3.2911 -0.03 0.01 -0.02 0.108
H -2.6772 -3.6727 -3.3026 -0.12 -0.15 -0.18 0.085
H -4.5533 -3.0485 -2.1200 0.00 0.03 -0.02 0.051
C 2.9863 -3.1168 2.9016 -0.08 -0.07 0.02 -0.094
C 3.9739 -2.9804 4.0440 0.04 0.07 -0.03 -0.330
O 4.2566 -4.2308 4.6634 -0.07 0.00 -0.02 -0.078
H 2.0479 -3.5498 3.2522 -0.01 0.03 0.01 0.075
H 2.7760 -2.1446 2.4496 0.01 0.00 -0.02 0.056
H 3.3871 -3.7729 2.1254 0.04 0.05 -0.03 0.072
H 3.5669 -2.3395 4.8272 -0.01 -0.05 0.04 0.109
H 4.9017 -2.5335 3.6821 -0.03 0.07 0.02 0.086
H 4.6350 -4.8009 3.9864 0.05 0.00 0.01 0.074
C -4.4008 1.1147 5.6106 0.05 0.07 0.01 -0.082
C -4.5194 1.3550 4.1180 0.05 -0.03 0.02 -0.308
O -3.4665 2.1690 3.6176 -0.06 0.04 0.13 -0.112
H -4.3967 2.0629 6.1486 -0.02 0.00 0.01 0.075
H -5.2303 0.5079 5.9762 0.00 -0.01 -0.01 0.075
H -3.4698 0.5918 5.8426 -0.01 -0.03 0.00 0.070
H -5.4428 1.8857 3.8859 -0.01 -0.01 -0.01 0.115
H -4.5360 0.3994 3.5818 -0.04 0.01 -0.01 0.097
H -2.6292 1.7156 3.7791 0.05 -0.01 -0.25 0.033
C -1.6855 -0.1372 -5.2832 -0.06 -0.02 0.04 -0.079
C -0.9240 -1.3327 -4.7437 -0.11 -0.03 -0.20 -0.307
O -1.5963 -2.5629 -5.0239 0.09 0.05 0.08 -0.090
H -2.6949 -0.1090 -4.8718 0.01 0.01 0.02 0.075
H -1.1777 0.7947 -5.0288 0.02 0.00 0.00 0.070
H -1.7699 -0.1918 -6.3713 0.04 0.02 0.00 0.073
H -0.8523 -1.2803 -3.6567 0.00 -0.01 0.04 0.107
H 0.0916 -1.3534 -5.1428 0.03 -0.01 0.04 0.094
H -1.6719 -2.6620 -5.9775 0.01 0.03 -0.02 0.083
C 4.2775 -0.2564 -5.8215 -0.10 -0.16 -0.06 -0.068
C 3.2025 0.1558 -4.8357 0.82 -0.51 -0.63 -0.330
O 2.3891 -0.9423 -4.4280 0.63 -0.93 -2.04 -0.150
H 3.8298 -0.7171 -6.7024 0.02 0.01 -0.03 0.077
H 4.8658 0.6055 -6.1383 0.01 0.03 0.01 0.075
H 4.9574 -0.9831 -5.3709 0.03 0.02 0.01 0.077
H 2.5174 0.8717 -5.2904 0.21 0.03 -0.10 0.125
H 3.6522 0.6332 -3.9588 0.15 -0.20 -0.36 0.099
H 2.9608 -1.5911 -4.0060 0.06 0.29 -0.21 0.086
C -4.4750 5.9779 4.1789 0.07 -0.01 -0.01 -0.088
C -4.0344 5.7957 2.7376 0.02 -0.06 -0.02 -0.328
O -2.9475 4.8942 2.6136 -0.06 0.06 0.05 -0.088
H -3.6382 6.3352 4.7801 -0.02 0.02 0.02 0.072
H -5.2891 6.7008 4.2501 -0.01 0.00 0.01 0.073
H -4.8129 5.0287 4.6021 -0.02 0.00 -0.01 0.063
H -3.6901 6.7466 2.3295 -0.03 0.01 0.00 0.093
H -4.8800 5.4547 2.1264 -0.01 0.05 -0.01 0.108
H -3.2334 4.0373 2.9607 0.10 -0.11 -0.02 0.036
C 7.6226 -3.1148 -0.0141 -0.05 -0.07 0.02 -0.091
C 7.0476 -2.4168 1.2024 0.03 -0.01 0.02 -0.315
O 6.5835 -3.3352 2.1887 0.02 -0.08 -0.06 -0.094
H 6.8777 -3.7735 -0.4608 -0.01 0.01 -0.02 0.075
H 7.9423 -2.3898 -0.7635 0.01 0.01 0.00 0.074
H 8.4881 -3.7223 0.2605 0.02 0.03 -0.01 0.073
H 6.1770 -1.8217 0.9272 0.00 0.01 0.01 0.111
H 7.7897 -1.7418 1.6414 -0.02 0.03 -0.02 0.110
H 7.3283 -3.8739 2.4733 0.01 0.01 0.01 0.087
C -1.6009 -8.6878 -1.8890 0.02 0.02 -0.10 -0.089
C -0.1542 -8.3162 -1.6288 -0.02 0.08 -0.01 -0.329
O 0.5306 -7.9322 -2.8164 0.00 -0.02 0.01 -0.083
H -1.6644 -9.5008 -2.6125 0.02 -0.02 0.01 0.076
H -2.0977 -8.9983 -0.9690 0.00 0.02 0.01 0.075
H -2.1435 -7.8318 -2.2983 -0.04 0.00 0.05 0.060
H 0.3994 -9.1673 -1.2338 0.01 0.00 0.00 0.110
H -0.0995 -7.5099 -0.8885 0.01 -0.04 0.04 0.103
H 0.0766 -7.1707 -3.1904 -0.01 0.00 -0.02 0.074
C -1.5872 9.4249 1.2913 -0.05 -0.06 0.03 -0.092
C -2.2702 10.2747 2.3459 0.07 -0.03 0.02 -0.328
O -2.7877 9.4962 3.4185 -0.03 0.00 -0.01 -0.088
H -2.2792 8.6819 0.8945 0.00 0.01 -0.02 0.070
H -1.2259 10.0416 0.4671 0.01 0.01 0.00 0.072
H -0.7335 8.8915 1.7153 0.02 0.02 -0.01 0.074
H -3.1291 10.7947 1.9226 0.00 0.01 0.00 0.110
H -1.5777 11.0322 2.7302 -0.02 0.03 -0.02 0.106
H -2.0550 9.0263 3.8285 -0.01 -0.04 0.00 0.080

---

No. 2
10
Properties=species:S:1:pos:R:3:forces:R:3:nbo_charge:R:1 method="wB97M-V/def2-TZVPD" charge=0 gap_ev=9.5009 spin_multiplicity=1 total_energy_ev=-9314.2472 homo_energy_ev=-8.8 relative_energy_kj_mol=429.69
O -2.1797 -0.0200 0.3056 0.02 -0.03 0.04 -0.623
C -0.9503 0.1249 0.0248 0.05 -0.16 0.21 0.714
C -0.0717 -0.5538 0.9090 0.17 0.21 0.06 -0.370
O 1.0791 -0.7503 0.0694 0.21 -0.16 -0.03 -0.513
C 1.0277 0.2947 -0.8374 0.30 0.16 -0.20 0.231
O -0.4042 0.5847 -1.0657 -0.21 -0.03 -0.04 -0.450
H -1.5937 -0.8878 1.0111 -0.28 0.14 -0.13 0.464
H 0.1590 -0.0206 1.8361 -0.09 -0.06 -0.04 0.210
H 1.4620 0.0015 -1.7932 -0.09 0.03 0.10 0.186
H 1.4717 1.2267 -0.4597 -0.09 -0.10 0.04 0.151

---

No. 3
15
Properties=species:S:1:pos:R:3:forces:R:3:nbo_charge:R:1 method="wB97M-V/def2-TZVPD" smiles=Nc1ncc(O)c(N)n1 charge=0 gap_ev=8.7690 spin_multiplicity=1 total_energy_ev=-12251.3685 homo_energy_ev=-8.2 relative_energy_kj_mol=155.34
N -2.0296 0.9978 1.8421 3.59 4.22 0.81 -0.885
C -0.7832 0.6541 1.0887 -2.06 0.61 0.78 0.552
N 0.4457 1.0542 1.4572 0.82 0.57 -2.29 -0.503
C 1.3968 0.8871 0.4399 -2.29 -2.74 -0.55 0.024
C 1.1277 0.0032 -0.7169 3.82 2.77 1.81 0.141
O 1.9176 -0.4956 -1.7624 1.12 1.24 0.54 -0.697
C -0.0307 -0.6338 -0.6667 -2.87 -0.61 -0.80 0.358
N -0.3283 -1.7245 -1.4330 -0.48 -0.31 0.28 -0.810
N -1.0347 -0.1046 0.0342 -0.60 -1.08 0.98 -0.536
H -2.1472 2.1139 2.3696 0.47 -5.33 -2.31 0.423
H -2.7334 0.2910 1.7850 -0.52 0.36 0.03 0.402
H 2.3988 1.1952 0.6613 0.29 0.42 -0.02 0.200
H 2.6941 0.0639 -1.9732 -0.74 -0.36 0.45 0.492
H 0.2639 -2.1962 -2.1502 -0.85 0.88 1.50 0.431
H -1.1574 -2.1058 -0.9757 0.30 -0.66 -1.21 0.407

---

No. 4
16
Properties=species:S:1:pos:R:3:forces:R:3:nbo_charge:R:1 method="wB97M-V/def2-TZVPD" smiles=CC.CC charge=0 gap_ev=11.6395 spin_multiplicity=1 total_energy_ev=-4340.3396 homo_energy_ev=-10.5 relative_energy_kj_mol=211.18
C 0.4081 0.7857 2.5291 5.57 -2.07 3.94 -0.582
C 1.0171 0.6902 1.2309 -0.06 -4.10 -3.79 -0.611
H -0.2942 1.4797 2.6726 -3.12 2.32 0.32 0.204
H 0.1619 -0.2578 2.8407 -0.21 1.13 0.32 0.207
H 1.3460 1.1622 3.2519 -2.56 -0.97 -1.18 0.174
H 0.9827 1.5270 0.5802 0.59 1.07 -0.26 0.211
H 0.3726 -0.0775 0.6447 0.75 1.24 0.51 0.186
H 1.9887 0.0883 1.2026 -0.91 1.45 0.21 0.209
C -0.6123 -1.3668 -1.6555 2.16 -2.66 1.09 -0.644
C -0.8927 -0.0017 -2.2147 2.24 0.82 -1.31 -0.632
H -1.3239 -2.2565 -1.8133 1.07 1.60 -0.65 0.219
H 0.4902 -1.7816 -1.5565 -1.79 0.80 -1.66 0.216
H -0.6137 -1.3265 -0.6057 -0.94 0.52 1.84 0.212
H -1.0606 0.7869 -1.5462 -0.08 0.66 2.09 0.209
H -0.1638 0.5707 -2.8815 -0.56 -1.66 0.32 0.211
H -1.8060 -0.0224 -2.6793 -2.16 -0.15 -1.79 0.211